Entry 1:
Formula: C30H22FeI2N5O2
Source: OMol25
Level of theory: the ωB97M-V functional and the def2-TZVPD basis

Atoms and positions in Å:
1 Fe -0.011 -0.534 0.295
2 O 2.007 -0.033 1.299
3 C 2.431 -1.019 2.006
4 C 3.708 -1.606 1.847
5 C 4.110 -2.659 2.641
6 C 3.271 -3.166 3.638
7 C 2.027 -2.589 3.828
8 C 1.608 -1.535 3.025
9 C 0.303 -0.902 3.166
10 N -0.615 -0.820 2.212
11 C -1.669 -0.120 2.744
12 C -1.385 0.231 4.028
13 N -0.132 -0.277 4.286
14 H 4.343 -1.198 1.071
15 H 5.086 -3.102 2.484
16 H 3.582 -4.011 4.236
17 H 1.352 -2.985 4.580
18 H -2.565 0.068 2.178
19 H -1.945 0.785 4.759
20 H 0.398 -0.172 5.134
21 I -4.952 1.280 -1.302
22 C -3.476 2.262 -0.195
23 C -3.600 3.596 0.147
24 C -2.602 4.222 0.878
25 I -2.898 6.230 1.430
26 C -1.418 3.530 1.263
27 C -0.351 4.069 2.008
28 C 0.760 3.307 2.271
29 C 0.816 1.995 1.778
30 N -0.183 1.465 1.112
31 C -1.286 2.183 0.872
32 C -2.346 1.480 0.180
33 O -2.227 0.276 -0.045
34 H -4.478 4.149 -0.153
35 H -0.418 5.086 2.371
36 H 1.583 3.710 2.843
37 H 1.678 1.353 1.921
38 C 1.568 -3.354 -1.162
39 N 0.962 -2.075 -1.423
40 C 0.712 -1.696 -2.624
41 C 0.180 -0.422 -2.925
42 C -0.285 0.074 -4.161
43 C -0.718 1.366 -3.922
44 C -0.490 1.602 -2.550
45 N 0.045 0.539 -1.959
46 C 0.662 -4.333 -0.440
47 C 0.962 -5.690 -0.506
48 C 0.180 -6.625 0.151
49 C -0.929 -6.217 0.877
50 C -1.230 -4.867 0.957
51 C -0.437 -3.932 0.309
52 H 2.441 -3.183 -0.520
53 H 1.925 -3.818 -2.091
54 H 0.923 -2.360 -3.470
55 H -0.311 -0.471 -5.091
56 H -1.145 2.057 -4.630
57 H -0.699 2.508 -1.997
58 H 1.816 -6.019 -1.086
59 H 0.437 -7.674 0.090
60 H -1.553 -6.945 1.377
61 H -2.093 -4.537 1.520
62 H -0.695 -2.878 0.382

For the energy above the lowest of the compared OMol25 structures with the same formula, charge and spin, the calculation gives 3.701 eV. The expectation value of S² is 8.7982. The strongest force on any atom is 2.81 eV Å⁻¹. Its spin multiplicity is 6. Its highest occupied orbital energy (spin up / spin down) is -0.2517 / -0.2514 Ha. The value obtained for the HOMO-LUMO gap (spin up / spin down) is 6.17 / 3.88 eV. The total energy is -93600.45102 eV.

natural (NBO) atomic charge list, values in e, 4 entries: 1.5629 -0.8520 0.3769 -0.2956

***

Entry 2:
Formula: C30H23BrF3HfN4O6
Source: OMol25
Level of theory: the ωB97M-V functional and the def2-TZVPD basis

Atoms and positions in Å:
1 Hf -1.343 0.139 2.348
2 O -3.021 1.208 3.253
3 C -3.614 0.929 4.502
4 C -3.569 -0.594 4.583
5 N -2.269 -0.951 4.054
6 C -1.139 -0.791 4.999
7 C 0.265 -0.523 4.326
8 O 1.187 -1.289 4.772
9 O 0.399 0.492 3.575
10 C -2.197 -2.180 3.250
11 C -2.846 -1.974 1.842
12 O -3.949 -2.597 1.672
13 O -2.177 -1.310 0.992
14 H -2.547 2.289 3.173
15 H -4.641 1.303 4.516
16 H -3.040 1.412 5.297
17 H -4.368 -0.988 3.945
18 H -3.748 -0.964 5.598
19 H -1.082 -1.668 5.656
20 H -1.300 0.074 5.653
21 H -2.661 -3.020 3.779
22 H -1.156 -2.463 3.055
23 Br 3.129 -0.491 -5.384
24 C 2.036 0.967 -4.879
25 C 2.574 2.253 -4.840
26 C 1.769 3.328 -4.454
27 C 0.430 3.121 -4.098
28 C -0.099 1.826 -4.164
29 C 0.702 0.747 -4.545
30 N -0.390 4.190 -3.673
31 N -0.094 4.572 -2.511
32 C -0.745 3.793 -1.515
33 C -2.135 3.778 -1.436
34 C -2.768 2.943 -0.517
35 C -2.065 2.094 0.361
36 O -2.692 1.322 1.164
37 C -0.659 2.149 0.298
38 N 0.041 1.357 1.130
39 C 1.386 1.386 1.107
40 C 2.120 2.191 0.266
41 C 1.418 3.008 -0.606
42 C 0.006 3.004 -0.618
43 H 3.615 2.427 -5.095
44 H 2.184 4.331 -4.406
45 H -1.134 1.653 -3.872
46 H 0.276 -0.253 -4.556
47 H -2.731 4.390 -2.102
48 H -3.857 2.931 -0.482
49 H 1.864 0.717 1.814
50 H 3.202 2.181 0.287
51 H 1.971 3.653 -1.282
52 F 3.202 -5.084 -4.614
53 C 3.900 -4.726 -3.501
54 F 4.961 -3.995 -3.943
55 F 4.424 -5.879 -3.000
56 C 3.051 -3.966 -2.508
57 C 2.446 -2.756 -2.886
58 C 1.658 -2.042 -1.979
59 C 1.463 -2.527 -0.682
60 C 2.062 -3.731 -0.298
61 C 2.851 -4.446 -1.205
62 C 0.654 -1.794 0.250
63 C -0.019 -1.184 1.024
64 H 2.589 -2.366 -3.893
65 H 1.198 -1.106 -2.293
66 H 1.920 -4.122 0.709
67 H 3.310 -5.382 -0.887
68 H -0.210 -0.994 3.480

For the energy above the lowest of the compared OMol25 structures with the same formula, charge and spin, the calculation gives 6.311 eV. The strongest force on any atom is 8.38 eV Å⁻¹. Its highest occupied orbital energy (spin up / spin down) is -0.1302 / -0.1302 Ha. The total charge is -1. The value obtained for the HOMO-LUMO gap (spin up / spin down) is 3.84 / 3.83 eV. The total energy is -129223.55164 eV.

natural (NBO) atomic charge list, values in e, 4 entries: 2.1374 -0.7250 -0.0712 -0.2413

***

Entry 3:
Formula: C30H23FeN3O2
Source: OMol25
Level of theory: the ωB97M-V functional and the def2-TZVPD basis

Atoms and positions in Å:
1 Fe -0.591 -1.721 -0.843
2 C -2.064 -2.491 -3.414
3 O -1.940 -1.561 -2.295
4 C -2.587 -0.366 -2.182
5 C -3.074 0.328 -3.262
6 C -3.852 1.447 -3.027
7 C -4.039 1.944 -1.726
8 C -3.289 1.396 -0.705
9 C -2.526 0.232 -0.926
10 N -1.874 -0.455 0.077
11 N -1.882 0.039 1.282
12 C -1.259 -0.613 2.242
13 C -0.743 -1.944 2.088
14 O -0.721 -2.522 0.984
15 C -0.407 -2.694 3.306
16 C -0.646 -2.193 4.538
17 C -1.047 -0.790 4.708
18 C -1.214 -0.263 5.934
19 C -1.637 1.036 6.072
20 C -1.930 1.848 4.946
21 C -1.799 1.332 3.707
22 C -1.393 -0.023 3.592
23 H -2.908 -3.225 -3.211
24 H -1.103 -3.009 -3.557
25 H -2.254 -1.967 -4.338
26 H -2.921 -0.043 -4.254
27 H -4.389 1.899 -3.850
28 H -4.736 2.792 -1.645
29 H -3.262 1.786 0.351
30 H 0.131 -3.641 3.060
31 H -0.512 -2.705 5.512
32 H -1.161 -0.944 6.769
33 H -1.599 1.416 7.084
34 H -2.245 2.903 5.092
35 H -2.086 1.808 2.826
36 N 0.757 -0.763 -1.238
37 C 1.729 -0.016 -1.495
38 C 1.972 1.152 -0.593
39 C 0.863 1.730 0.072
40 C 1.122 2.537 1.172
41 C 2.419 2.593 1.735
42 C 3.479 2.136 0.956
43 C 3.270 1.465 -0.215
44 C 2.725 -0.440 -2.542
45 C 3.631 0.450 -3.092
46 C 4.589 -0.046 -4.034
47 C 4.669 -1.385 -4.415
48 C 3.799 -2.281 -3.819
49 C 2.799 -1.804 -2.910
50 H -0.085 1.491 -0.286
51 H 0.334 3.143 1.603
52 H 2.580 2.993 2.779
53 H 4.494 2.304 1.295
54 H 4.123 1.156 -0.774
55 H 3.711 1.521 -2.831
56 H 5.260 0.661 -4.517
57 H 5.455 -1.686 -5.196
58 H 3.757 -3.366 -4.076
59 H 2.104 -2.583 -2.512

For the energy above the lowest of the compared OMol25 structures with the same formula, charge and spin, the calculation gives 0.000 eV. The expectation value of S² is 8.7752. The strongest force on any atom is 3.92 eV Å⁻¹. Its spin multiplicity is 6. Its highest occupied orbital energy (spin up / spin down) is -0.3782 / -0.3816 Ha. The total charge is +1. The value obtained for the HOMO-LUMO gap (spin up / spin down) is 6.64 / 6.12 eV. The total energy is -74426.62512 eV.

natural (NBO) atomic charge list, values in e, 4 entries: 1.6576 -0.2561 -0.5899 0.2602